25
Properties=species:S:1:pos:R:3:forces:R:3 method="wB97M-V/def2-TZVPD" charge=+1 relative_energy_kcal_mol=56.4 lumo_ev=-4.045
H -1.141558 1.662354 2.845909 0.3 -0.3 0.4
N -1.335624 -3.608238 -2.619154 -1.7 -0.5 -2.5
H -1.436572 -1.840460 -3.750919 0.1 0.0 -0.2
H 2.251129 5.280054 1.730338 -0.7 0.3 0.1
C 2.229486 4.191429 1.679942 0.3 0.4 0.6
H -0.666946 -3.568820 0.255432 -0.2 -0.1 0.5
H -2.128258 -4.152643 -2.310198 0.5 -0.4 -0.1
C -0.891399 2.595764 3.350160 0.5 0.5 -0.3
H -1.091807 2.589193 4.421562 0.3 -0.5 -0.1
H 0.264107 3.556303 1.222377 0.1 0.2 0.2
H -2.688685 -3.001612 -4.159804 0.1 -0.1 0.2
O 0.266943 -2.310062 -1.720482 0.4 -1.0 -0.1
H 0.462762 -4.743866 -0.163490 0.2 0.1 -0.7
H -1.076615 -3.224771 -4.804614 0.3 -0.4 0.4
C -1.629551 -2.899274 -3.923463 0.3 0.5 1.7
H 2.569521 3.986222 0.664878 0.3 -0.6 0.2
H -1.253497 -5.022271 -0.491214 0.1 0.0 -0.5
O 1.415911 2.989670 4.039339 -0.2 -0.4 0.6
N 0.959956 3.568673 1.954323 -1.3 0.0 -1.3
C -0.401123 -3.344097 -1.691021 -0.1 1.4 -0.5
C 0.597608 3.030999 3.146595 -0.4 0.5 0.5
C -0.452204 -4.284800 -0.537896 0.0 0.4 1.9
H -1.645433 3.282324 2.965212 0.4 0.5 -0.3
Cs 3.934283 1.357303 -4.606073 0.0 -0.1 0.1
H 2.887566 3.910627 2.502257 0.4 -0.5 -0.5